Here is a molecular structure, C4H11N2O2 in a non-equilibrium geometry from OMol25. Energies are from wB97M-V/def2-TZVPD.

The frontier orbital gap is 4.699 eV. For the LUMO energy, the calculation gives -7.4 eV. The HOMO energy comes out at -12.112 eV. Its relative energy (zero: lowest compared OMol25 entry of this formula, charge and spin) is 210.6 kcal/mol. As for the strongest force on any atom: 0.0664 hartree/bohr. The total energy comes out at -418.46413 a.u.

```
! RIJCOSX wB97M-V def2-TZVPD def2/J DEFGRID3
* xyz 1 1
C 2.452 1.140 0.240
O 3.243 -0.508 -0.975
C 1.342 0.461 0.916
C 1.102 -0.915 1.036
C -0.022 -0.363 -0.078
N 0.399 -0.616 -1.275
O -1.106 -0.136 0.315
N -5.276 0.036 -0.015
H 3.109 1.799 0.802
H 3.225 0.326 -0.469
H 2.125 1.606 -0.689
H 0.778 1.077 1.618
H 1.847 -1.611 0.680
H 0.669 -1.120 1.996
H 1.453 -0.725 -1.440
H -0.323 -0.842 -1.948
H -4.422 0.186 0.483
H -5.165 -0.706 -0.679
H -5.429 0.911 -0.517
*
```

Here is a molecular structure, C25H30F5GeMgN2O2S in a non-equilibrium geometry from OMol25. Energies are from wB97M-V/def2-TZVPD.

The frontier orbital gap is 7.780 eV. For the LUMO energy, the calculation gives -3.4 eV. The HOMO energy comes out at -11.212 eV. Its relative energy (zero: lowest compared OMol25 entry of this formula, charge and spin) is 0.7 kcal/mol. As for the strongest force on any atom: 0.0764 hartree/bohr. The total energy comes out at -4404.92590 a.u.

```
! RIJCOSX wB97M-V def2-TZVPD def2/J DEFGRID3
* xyz 1 1
Mg 7.979 9.408 12.645
O 11.722 9.488 11.459
S 10.385 9.114 11.141
O 9.417 10.391 11.027
N 9.625 8.318 12.285
C 10.217 7.662 13.402
C 11.267 6.699 13.413
C 11.736 6.269 14.670
C 11.249 6.763 15.878
C 10.117 7.661 15.865
C 9.521 8.141 17.055
C 8.307 8.809 16.931
C 7.744 8.970 15.691
N 8.338 8.672 14.533
C 9.546 8.017 14.628
C 10.144 8.119 9.745
C 9.709 6.762 9.793
C 9.538 6.084 8.611
C 9.965 6.605 7.420
C 10.537 7.855 7.409
C 10.707 8.611 8.570
H 11.728 6.408 12.507
H 12.468 5.468 14.591
H 11.576 6.390 16.859
H 9.996 8.119 18.000
H 7.793 9.177 17.801
H 6.708 9.228 15.616
H 9.431 6.361 10.789
H 8.983 5.131 8.732
H 9.826 6.043 6.472
H 10.830 8.209 6.442
H 11.138 9.601 8.588
F 5.166 9.013 10.676
C 6.353 8.584 11.213
F 7.201 8.367 10.115
C 6.083 7.156 11.622
F 5.804 6.300 10.626
F 5.094 7.080 12.585
F 7.243 6.691 12.311
C 5.356 15.808 12.370
C 5.928 14.389 12.732
C 7.359 14.004 12.168
C 7.490 12.571 11.632
Ge 9.292 12.341 10.849
C 9.300 12.720 8.804
C 10.398 13.721 8.363
C 10.442 15.069 9.113
C 11.749 15.752 8.728
H 4.562 16.162 13.027
H 4.966 15.798 11.355
H 6.214 16.558 12.426
H 5.214 13.586 12.502
H 5.984 14.300 13.833
H 8.062 14.160 12.991
H 7.678 14.768 11.422
H 6.827 12.234 10.833
H 7.354 11.912 12.511
H 10.510 12.782 11.764
H 8.300 13.087 8.604
H 9.355 11.693 8.394
H 10.273 13.995 7.284
H 11.371 13.240 8.448
H 10.391 14.986 10.243
H 9.554 15.694 8.855
H 12.607 15.099 8.751
H 11.965 16.585 9.407
H 11.621 16.182 7.747
*
```

Here is a gas-phase ion, C4H11N2 (charge +1) in a non-equilibrium geometry from OMol25. Energies are from wB97M-V/def2-TZVPD.

The frontier orbital gap (spin up / spin down) is 8.948 / 8.975 eV. For the LUMO energy (spin up / spin down), the calculation gives -4.7 / -4.5 eV. The HOMO energy (spin up / spin down) comes out at -13.619 / -13.504 eV. Its relative energy (zero: lowest compared OMol25 entry of this formula, charge and spin) is 127.0 kcal/mol. As for the strongest force on any atom: 0.0886 hartree/bohr. The total energy comes out at -268.10255 a.u.

```
! RIJCOSX wB97M-V def2-TZVPD def2/J DEFGRID3
* xyz 1 1
C 0.329 1.219 0.113
C -1.162 1.040 0.250
C -0.681 -1.414 0.355
C 1.988 -0.499 -0.162
N 1.028 0.097 0.683
N -1.592 -0.290 -0.219
H 0.471 1.431 -0.991
H 0.567 2.124 0.631
H -1.359 1.149 1.308
H -1.674 1.937 -0.330
H -0.374 -2.105 -0.334
H -0.832 -1.820 1.420
H 1.807 -0.410 -1.181
H 3.036 -0.221 -0.064
H 2.112 -1.652 0.076
H -2.667 -0.456 0.045
H -1.608 -0.280 -1.249
*
```